Below is 4 unconnected molecules or ions with the total composition C33H73FO3P2 at a distorted geometry, with properties calculated with the ωB97M-V functional and the def2-TZVPD basis.

Geometry as XYZ:
```
112
Properties=species:S:1:pos:R:3:lowdin_charge:R:1
F -1.169 -0.770 0.099 -0.514
C 2.583 2.363 -6.466 -0.109
C 3.105 1.051 -5.872 -0.251
C 2.534 0.811 -4.481 -0.248
C 1.041 0.464 -4.484 -0.259
P 0.419 -0.052 -2.888 1.023
C 0.825 1.186 -1.640 -0.269
C 0.366 2.620 -1.908 -0.228
C 1.277 3.611 -1.149 -0.267
C 2.601 3.843 -1.846 -0.112
C -1.359 -0.238 -3.101 -0.250
C -2.090 0.794 -3.990 -0.244
C -3.559 0.405 -4.160 -0.266
C -3.921 -0.902 -4.843 -0.084
C 1.049 -1.624 -2.325 -0.260
C 2.273 -2.304 -2.950 -0.235
C 3.583 -2.050 -2.191 -0.274
C 4.875 -2.281 -2.988 -0.113
H 2.822 3.207 -5.821 0.071
H 1.540 2.310 -6.786 0.071
H 3.047 2.585 -7.435 0.071
H 4.197 1.057 -5.831 0.107
H 2.884 0.251 -6.582 0.112
H 2.800 1.557 -3.730 0.091
H 3.129 -0.029 -4.097 0.085
H 0.815 -0.316 -5.213 0.122
H 0.519 1.394 -4.712 0.080
H 1.901 1.171 -1.417 0.093
H 0.528 0.778 -0.663 0.073
H -0.672 2.862 -1.687 0.108
H 0.502 2.824 -2.976 0.095
H 1.354 3.305 -0.100 0.101
H 0.752 4.568 -1.074 0.106
H 2.396 4.091 -2.896 0.073
H 3.203 2.954 -2.074 0.056
H 3.248 4.581 -1.380 0.074
H -1.888 -0.399 -2.156 0.095
H -1.511 -1.176 -3.650 0.096
H -1.594 0.911 -4.957 0.096
H -2.004 1.747 -3.458 0.095
H -4.145 1.210 -4.620 0.102
H -3.914 0.523 -3.126 0.112
H -3.879 -0.809 -5.929 0.071
H -4.942 -1.198 -4.612 0.080
H -3.268 -1.706 -4.501 0.063
H 0.268 -2.326 -2.685 0.077
H 0.857 -1.833 -1.267 0.100
H 2.357 -1.961 -3.991 0.092
H 2.196 -3.378 -3.114 0.125
H 3.550 -2.882 -1.478 0.102
H 3.698 -1.116 -1.639 0.098
H 5.652 -2.640 -2.313 0.066
H 5.281 -1.436 -3.548 0.061
H 4.706 -3.060 -3.738 0.075
C -4.151 -3.661 1.673 -0.100
C -3.779 -3.309 3.104 -0.246
C -3.066 -1.963 3.340 -0.236
C -1.576 -1.942 2.985 -0.265
P -0.688 -0.380 3.196 1.020
C 0.947 -0.431 2.489 -0.286
C 1.840 -1.609 2.917 -0.238
C 3.011 -1.748 1.944 -0.261
C 3.795 -3.028 2.237 -0.108
C -0.416 -0.198 4.993 -0.265
C -1.549 0.248 5.902 -0.246
C -1.096 0.587 7.336 -0.253
C -0.334 1.906 7.457 -0.106
C -1.558 1.117 2.672 -0.263
C -0.998 2.450 3.189 -0.247
C -1.654 3.574 2.367 -0.261
C -1.415 4.933 3.013 -0.103
H -4.850 -2.933 1.262 0.080
H -4.683 -4.616 1.594 0.076
H -3.330 -3.842 0.988 0.065
H -3.004 -4.018 3.424 0.103
H -4.643 -3.358 3.763 0.102
H -3.185 -1.706 4.397 0.086
H -3.540 -1.153 2.775 0.110
H -1.439 -2.152 1.911 0.090
H -1.019 -2.733 3.498 0.099
H 1.397 0.570 2.549 0.102
H 0.892 -0.463 1.393 0.073
H 1.236 -2.516 2.840 0.111
H 2.177 -1.460 3.943 0.111
H 3.685 -0.910 2.157 0.113
H 2.665 -1.711 0.912 0.094
H 4.737 -3.179 1.711 0.068
H 3.154 -3.873 1.972 0.078
H 4.055 -3.076 3.297 0.073
H 0.256 0.674 5.010 0.084
H 0.154 -1.072 5.312 0.101
H -2.325 -0.509 6.023 0.099
H -1.985 1.175 5.520 0.098
H -0.420 -0.241 7.587 0.105
H -1.904 0.558 8.064 0.107
H 0.248 1.934 8.374 0.072
H -1.061 2.729 7.484 0.075
H 0.206 2.211 6.556 0.060
H -2.607 0.974 2.941 0.101
H -1.530 1.106 1.576 0.086
H 0.078 2.463 2.990 0.104
H -1.146 2.619 4.256 0.092
H -2.712 3.360 2.197 0.114
H -1.177 3.496 1.385 0.101
H -0.343 4.893 3.238 0.073
H -1.976 5.113 3.928 0.074
H -1.568 5.793 2.362 0.070
O -2.995 -2.470 -0.790 -0.008
C -2.630 -3.308 -1.796 -0.842
O -3.459 -3.905 -2.506 -0.056
O -1.372 -3.517 -1.947 -0.124
H -2.169 -2.039 -0.520 0.016
```

Calculated values
- charge = 0
- 2S+1 = 1
- energy above the lowest of the compared OMol25 structures with the same formula, charge and spin (kcal per mole) = 15.5
- gap between HOMO and LUMO (Ha) = 0.219